C7H13N4 | ωB97M-V with the def2-TZVPD basis set

Output
SMILES: C=C1[C@@H]2[N+](C)=C(C)[C@]2(N)N1N
Total energy (Eh): -493.1642
Kohn-Sham gap (alpha / beta) (eV): 7.959 / 7.960
Net charge: +1
Energy above the lowest of the compared OMol25 structures with the same formula, charge and spin (eV): 5.0103

CARTESIAN COORDINATES (ANGSTROEM)
C (-1.24076, 2.35142, -0.19464)
C (-1.11044, 1.09041, 0.27694)
C (-0.03758, 0.50535, 1.24079)
N (1.17154, 0.33993, 0.40369)
C (2.22495, 1.32200, 0.33608)
C (0.85193, -0.81109, -0.07385)
C (1.24505, -1.53712, -1.39126)
C (-0.54753, -0.87149, 0.76084)
N (-0.73773, -1.91706, 1.61927)
N (-1.52758, -0.16654, -0.08482)
N (-1.90928, -0.56727, -1.36591)
H (-2.09885, 2.56322, -0.82761)
H (-0.56548, 3.12602, 0.15742)
H (-0.06277, 0.77786, 2.27707)
H (1.75040, 2.38245, 0.24615)
H (2.80414, 1.14948, 1.21038)
H (2.87596, 1.04732, -0.44152)
H (0.66433, -1.22676, -2.19196)
H (2.31194, -1.40637, -1.51863)
H (1.02822, -2.62963, -1.19603)
H (-0.99515, -1.71007, 2.61227)
H (-1.28618, -2.68381, 1.27422)
H (-2.22042, 0.14859, -1.97525)
H (-2.58872, -1.27682, -1.15363)

Results of the natural (NBO) charge analysis, in e, for atoms 1 through 6: number 1, C, carries -0.50; number 2, C, carries 0.18; number 3, C, carries -0.09; number 4, N, carries -0.26; number 5, C, carries -0.42; number 6, C, carries 0.46

***

C7H13NO | ωB97M-V with the def2-TZVPD basis set

Output
Total energy (Eh): -404.3647
Kohn-Sham gap (eV): 8.585
Energy above the lowest of the compared OMol25 structures with the same formula, charge and spin (eV): 4.4283

CARTESIAN COORDINATES (ANGSTROEM)
C (3.17045, 0.52241, 0.52584)
C (2.24728, -0.11317, -0.23789)
C (1.07220, -0.74978, 0.34729)
C (-0.86641, 1.14855, -1.07071)
C (-0.92977, 0.88751, 1.52577)
C (-1.71578, -1.54191, -1.12416)
C (-0.78143, 0.24311, 0.19367)
N (0.91832, -1.86458, 0.79266)
O (-1.56688, -0.91008, 0.14060)
H (3.82307, 1.27578, 0.09279)
H (3.28293, 0.36794, 1.63114)
H (2.08405, 0.28647, -1.25673)
H (-1.80784, 0.94589, -1.53587)
H (-0.03893, 1.01816, -1.82025)
H (-0.90472, 2.29923, -0.85121)
H (-0.56092, 1.92703, 1.56922)
H (-1.94695, 0.94366, 1.87095)
H (-0.18872, 0.35852, 2.20751)
H (-1.79884, -0.82567, -1.95907)
H (-2.68800, -2.08392, -0.90470)
H (-0.82990, -2.20858, -1.29378)
H (0.02680, -1.92655, 1.15692)

Results of the natural (NBO) charge analysis, in e, for atoms 1 through 6: number 1, C, carries -0.35; number 2, C, carries -0.29; number 3, C, carries 0.29; number 4, C, carries -0.68; number 5, C, carries -0.68; number 6, C, carries -0.27

***

C7H13NO | ωB97M-V with the def2-TZVPD basis set

Output
Total energy (Eh): -404.3522
Kohn-Sham gap (alpha / beta) (eV): 8.298 / 7.987
Energy above the lowest of the compared OMol25 structures with the same formula, charge and spin (eV): 4.7703

CARTESIAN COORDINATES (ANGSTROEM)
C (0.89093, 0.86816, 1.10451)
C (0.77622, 0.66018, -0.38489)
C (-1.64121, 0.46020, 0.16598)
C (-0.60061, -0.24919, -0.56397)
C (2.26637, 0.99249, 1.69561)
C (-0.42170, -1.73822, -0.09885)
C (-0.89652, -0.11403, -2.11740)
N (-0.11834, 1.00831, 1.83180)
O (-2.66714, -0.18347, 0.87852)
H (0.67672, 1.64018, -0.86156)
H (1.76454, 0.10542, -0.82147)
H (-1.81793, 1.38783, -0.20556)
H (3.11028, 0.88897, 0.74386)
H (2.32134, 0.11751, 2.33835)
H (2.42404, 1.78914, 2.33970)
H (0.06716, -1.68073, 0.88654)
H (0.39840, -2.06955, -0.59465)
H (-1.29456, -2.37575, -0.28364)
H (-1.78409, -0.66954, -2.39466)
H (-0.13827, -0.65778, -2.63106)
H (-0.88573, 0.86435, -2.40538)
H (-2.42990, -1.04448, 1.37820)

Results of the natural (NBO) charge analysis, in e, for atoms 1 through 6: number 1, C, carries 0.15; number 2, C, carries -0.43; number 3, C, carries 0.34; number 4, C, carries -0.11; number 5, C, carries -0.64; number 6, C, carries -0.64

***

C7H13NO | ωB97M-V with the def2-TZVPD basis set

Output
SMILES: C=CN(C)[C@](C)(O)C=C
Total energy (Eh): -404.4527
Kohn-Sham gap (eV): 9.350
Energy above the lowest of the compared OMol25 structures with the same formula, charge and spin (eV): 2.0355

CARTESIAN COORDINATES (ANGSTROEM)
C (2.51042, -0.82216, 0.73622)
C (1.79441, -0.78481, -0.38426)
N (0.47733, -0.28336, -0.70143)
C (-0.26442, -1.08314, -1.65834)
C (-0.27133, 0.36374, 0.34930)
C (0.40468, 1.67330, 0.78248)
O (-0.53192, -0.49618, 1.42549)
C (-1.66113, 0.78784, -0.26754)
C (-2.81934, 0.32105, 0.15322)
H (3.49088, -1.26788, 0.71974)
H (2.20626, -0.43993, 1.69576)
H (2.25417, -1.19875, -1.27481)
H (-0.87994, -0.43670, -2.28325)
H (-0.91070, -1.81721, -1.16624)
H (0.43553, -1.60984, -2.30431)
H (1.37348, 1.49877, 1.23733)
H (0.54300, 2.31302, -0.08445)
H (-0.23939, 2.17570, 1.50103)
H (0.30558, -0.72736, 1.84297)
H (-1.59014, 1.53903, -1.04216)
H (-2.87090, -0.39014, 0.96063)
H (-3.75651, 0.68504, -0.23738)

Results of the natural (NBO) charge analysis, in e, for atoms 1 through 6: number 1, C, carries -0.53; number 2, C, carries 0.03; number 3, N, carries -0.47; number 4, C, carries -0.39; number 5, C, carries 0.37; number 6, C, carries -0.63

***

C7H13NO | ωB97M-V with the def2-TZVPD basis set

Output
Total energy (Eh): -404.3379
Kohn-Sham gap (alpha / beta) (eV): 6.506 / 9.032
Energy above the lowest of the compared OMol25 structures with the same formula, charge and spin (eV): 5.1587

CARTESIAN COORDINATES (ANGSTROEM)
C (-1.99765, -1.21003, 0.14904)
C (0.22613, -0.49777, -0.85996)
C (-0.52193, -0.94670, 0.51222)
C (1.33111, -1.10418, -1.32867)
O (-0.55500, 0.29994, -1.66768)
N (0.07841, -1.89238, 1.23992)
H (-0.16635, 0.35541, -2.54954)
H (0.59397, -2.55399, 0.66073)
H (-2.45945, -0.33173, -0.29751)
H (-2.52317, -1.48674, 1.06116)
H (-2.05470, -2.03596, -0.56013)
H (1.88801, -1.78696, -0.70802)
H (1.74559, -0.85498, -2.29770)
C (0.97687, 2.33576, 0.08239)
C (0.79066, 1.04933, 0.79415)
C (-0.42780, 0.60827, 1.38869)
H (1.67899, 0.49175, 1.06321)
H (1.26145, 3.11062, 0.80557)
H (0.05742, 2.64199, -0.41618)
H (1.77874, 2.26746, -0.65417)
H (-0.41222, 0.31417, 2.43430)
H (-1.28908, 1.22673, 1.14818)

Results of the natural (NBO) charge analysis, in e, for atoms 1 through 6: number 1, C, carries -0.60; number 2, C, carries 0.31; number 3, C, carries 0.12; number 4, C, carries -0.56; number 5, O, carries -0.72; number 6, N, carries -0.61

***

C7H13NO | ωB97M-V with the def2-TZVPD basis set

Output
Total energy (Eh): -404.2777
Kohn-Sham gap (eV): 9.492
Energy above the lowest of the compared OMol25 structures with the same formula, charge and spin (eV): 6.7959

CARTESIAN COORDINATES (ANGSTROEM)
C (-1.18312, 2.21735, 0.05230)
C (-0.03246, 1.25411, -0.30086)
C (0.10694, -0.05636, -0.07028)
C (-1.03302, -1.03285, 0.09452)
C (-1.97623, -1.06251, -1.06728)
C (1.51143, -0.73779, -0.27035)
C (2.61476, -0.30923, 0.72204)
H (-2.24423, 1.54077, 0.21137)
H (-1.53399, 2.98146, -1.09652)
H (-0.68887, 3.23550, 0.97952)
H (0.86461, 1.77532, -0.48456)
H (-0.45976, -2.04874, 0.26041)
H (-2.87124, -1.67450, -0.88924)
H (-1.39894, -1.49431, -2.00559)
H (-2.31930, 0.06273, -1.07973)
H (-2.42588, 0.09532, 1.08902)
H (-1.11024, -0.50009, 2.02801)
H (1.58098, -1.62616, -1.05792)
H (3.51838, -0.99816, 1.10109)
H (2.35164, 0.45673, 1.51755)
N (-1.84951, -0.75435, 1.33713)
O (2.45419, 0.22978, -0.61174)

Results of the natural (NBO) charge analysis, in e, for atoms 1 through 6: number 1, C, carries -0.65; number 2, C, carries -0.24; number 3, C, carries -0.03; number 4, C, carries -0.10; number 5, C, carries -0.60; number 6, C, carries 0.03

***

C7H13NS | ωB97M-V with the def2-TZVPD basis set

Output
Total energy (Eh): -727.3230
Kohn-Sham gap (eV): 8.756
Energy above the lowest of the compared OMol25 structures with the same formula, charge and spin (eV): 3.7030

CARTESIAN COORDINATES (ANGSTROEM)
C (0.19785, 0.68291, 0.60419)
C (0.19903, 1.91533, 0.15800)
C (-0.58823, 0.40468, 1.78829)
C (0.70337, -0.64007, 0.01995)
C (2.07699, -1.11054, 0.68874)
C (1.03087, -0.33091, -1.47438)
C (-2.79028, -0.11890, 0.15727)
N (-0.42119, -1.73998, 0.31674)
S (-1.55202, -1.19142, 1.20320)
H (0.89084, 2.15103, -0.56949)
H (-0.24751, 2.71181, 0.71716)
H (0.05599, 0.21415, 2.67954)
H (-1.43007, 1.07894, 2.02783)
H (2.69777, -1.57413, -0.06309)
H (1.89457, -1.91755, 1.35458)
H (2.58312, -0.30210, 1.32288)
H (1.17210, -1.39450, -1.88163)
H (1.90577, 0.33786, -1.37418)
H (0.12303, 0.18275, -1.87329)
H (-2.13742, 0.65637, -0.19903)
H (-3.48189, 0.36681, 0.92912)
H (-3.25796, -0.78402, -0.60297)

Results of the natural (NBO) charge analysis, in e, for atoms 1 through 6: number 1, C, carries -0.02; number 2, C, carries -0.40; number 3, C, carries -0.56; number 4, C, carries 0.10; number 5, C, carries -0.63; number 6, C, carries -0.63

***

C7H13O | ωB97M-V with the def2-TZVPD basis set

Output
SMILES: C=CCCCCC[O-]
Total energy (Eh): -349.6356
Kohn-Sham gap (eV): 5.335
Net charge: -1
Energy above the lowest of the compared OMol25 structures with the same formula, charge and spin (eV): 2.3456

CARTESIAN COORDINATES (ANGSTROEM)
C (2.84882, -2.52146, 0.57442)
C (1.82149, -1.73119, 0.83458)
C (1.63596, -0.32737, 0.32759)
C (0.27402, -0.50253, -0.36998)
C (-0.28366, 0.93256, -0.63445)
C (-1.86454, 0.75466, -0.53115)
C (-2.67113, 2.04584, 0.06762)
O (-3.79494, 1.64866, 0.74677)
H (2.87653, -3.48606, 0.93186)
H (3.66565, -2.36679, -0.02613)
H (0.90894, -1.89452, 1.42960)
H (2.44174, 0.05163, -0.27079)
H (1.53780, 0.45496, 1.09515)
H (-0.41896, -1.11043, 0.07242)
H (0.20528, -0.92724, -1.38827)
H (0.21092, 1.61420, 0.07906)
H (-0.15096, 1.37057, -1.57785)
H (-2.17932, 0.10852, 0.20701)
H (-2.25904, 0.66719, -1.44535)
H (-1.93219, 2.48129, 0.66998)
H (-2.87241, 2.73751, -0.79209)

Results of the natural (NBO) charge analysis, in e, for atoms 1 through 6: number 1, C, carries -0.45; number 2, C, carries -0.12; number 3, C, carries -0.45; number 4, C, carries -0.40; number 5, C, carries -0.40; number 6, C, carries -0.46

***

C7H13O | ωB97M-V with the def2-TZVPD basis set

Output
Total energy (Eh): -349.6625
Kohn-Sham gap (eV): 5.229
Net charge: -1
Energy above the lowest of the compared OMol25 structures with the same formula, charge and spin (eV): 1.6144

CARTESIAN COORDINATES (ANGSTROEM)
C (-2.38729, -0.26646, -0.53114)
O (-1.37032, -1.17511, -1.20228)
C (-1.95513, 1.12933, -0.21098)
C (-0.98253, 1.23918, 0.98981)
C (-0.06322, 0.08801, 1.00871)
C (3.51908, -0.28444, -0.38253)
C (2.21767, -0.82009, 0.24662)
C (1.17647, 0.09936, 0.38562)
H (-3.29685, -0.37097, -1.13882)
H (-2.68747, -0.82777, 0.40477)
H (-1.38684, 1.43647, -1.10180)
H (-2.81462, 1.88681, -0.14922)
H (-0.36822, 2.19088, 0.92776)
H (-1.58532, 1.27430, 1.93658)
H (-0.68975, -0.93891, -0.51711)
H (-0.54046, -0.96839, 1.36334)
H (3.21270, 0.13416, -1.38022)
H (4.05451, 0.38487, 0.35580)
H (4.17424, -1.12368, -0.70924)
H (2.09887, -1.89191, 0.42257)
H (1.64148, 1.10572, 0.16719)

Results of the natural (NBO) charge analysis, in e, for atoms 1 through 6: number 1, C, carries -0.09; number 2, O, carries -0.78; number 3, C, carries -0.45; number 4, C, carries -0.40; number 5, C, carries -0.55; number 6, C, carries -0.64

***

C7H13O | ωB97M-V with the def2-TZVPD basis set

Output
Total energy (Eh): -349.6166
Kohn-Sham gap (eV): 4.528
Net charge: -1
Energy above the lowest of the compared OMol25 structures with the same formula, charge and spin (eV): 2.8625

CARTESIAN COORDINATES (ANGSTROEM)
C (-1.75903, 1.03334, -1.82341)
O (-1.89638, 1.69326, -0.58496)
C (-0.24714, 0.81739, -2.04491)
C (0.12943, -0.55384, -1.58730)
C (0.24361, -0.55684, -0.10955)
C (1.70456, -1.04804, 3.17318)
C (0.75519, -0.68226, 2.13820)
C (1.18312, -0.91181, 0.86028)
H (-2.33681, 1.50794, -2.57892)
H (-2.32146, 0.08544, -1.74869)
H (0.46926, 1.43960, -1.44194)
H (0.13118, 1.05359, -3.17084)
H (1.15910, -0.81508, -2.19164)
H (-0.55257, -1.37227, -1.79085)
H (-1.22921, 1.29127, -0.02405)
H (-0.67885, -0.24623, 0.42467)
H (2.02143, -2.18149, 3.12034)
H (1.59599, -0.83140, 4.20994)
H (2.72907, -0.57640, 3.11944)
H (-0.09579, -0.10803, 2.35001)
H (2.22136, -1.38075, 0.76330)

Results of the natural (NBO) charge analysis, in e, for atoms 1 through 6: number 1, C, carries -0.07; number 2, O, carries -0.75; number 3, C, carries -0.45; number 4, C, carries -0.41; number 5, C, carries -0.52; number 6, C, carries -0.60

***

C7H13O2 | ωB97M-V with the def2-TZVPD basis set

Output
Total energy (Eh): -424.5838
Kohn-Sham gap (alpha / beta) (eV): 8.242 / 8.802
Net charge: +1
Energy above the lowest of the compared OMol25 structures with the same formula, charge and spin (eV): 3.1406

CARTESIAN COORDINATES (ANGSTROEM)
C (-1.50583, 0.10946, -0.28530)
C (0.13504, 0.56964, 0.97257)
C (0.43280, -0.84405, 0.28166)
C (-2.82814, 0.41768, -0.87233)
C (1.41947, 2.34569, -0.49791)
C (1.72839, -0.91633, -0.48164)
C (0.32252, -1.98830, 1.31561)
O (-0.75447, -0.86628, -0.58494)
O (-1.14341, 0.86718, 0.63462)
H (0.43278, 1.05340, 1.85853)
H (-2.65997, 0.93076, -1.83358)
H (-3.39224, 1.00738, -0.14280)
H (-3.49604, -0.48912, -1.13738)
H (2.38231, 2.09744, 0.07228)
H (0.98038, 3.27825, -0.54319)
H (1.18545, 1.78787, -1.41095)
H (2.49644, -0.73378, 0.20560)
H (1.92328, -0.17488, -1.20742)
H (1.81495, -1.87903, -0.97005)
H (0.98558, -1.83747, 2.09069)
H (0.30397, -2.93650, 0.74884)
H (-0.76328, -1.79899, 1.78707)

Results of the natural (NBO) charge analysis, in e, for atoms 1 through 6: number 1, C, carries 0.86; number 2, C, carries 0.09; number 3, C, carries 0.21; number 4, C, carries -0.72; number 5, C, carries -0.49; number 6, C, carries -0.64

***

C7H13O2P | ωB97M-V with the def2-TZVPD basis set

Output
SMILES: CC(=O)P(C)C(=O)C(C)C
Total energy (Eh): -766.3026
Kohn-Sham gap (eV): 9.499
Energy above the lowest of the compared OMol25 structures with the same formula, charge and spin (eV): 2.9814

CARTESIAN COORDINATES (ANGSTROEM)
C (1.68992, 0.65785, 1.80676)
C (0.40588, 1.34756, 1.94593)
O (-0.20769, 1.51721, 2.94555)
P (-0.34409, 2.08222, 0.32739)
C (-2.05140, 2.55550, 0.94262)
C (-0.89108, 0.31680, -0.33803)
O (-2.05568, -0.04385, -0.22137)
C (0.17977, -0.63061, -0.81936)
C (0.22404, -1.82555, 0.17385)
C (-0.03676, -1.19123, -2.29092)
H (2.50841, 1.09247, 2.35475)
H (1.88074, 0.62762, 0.75523)
H (1.51096, -0.31392, 2.24282)
H (-2.05061, 3.55506, 1.17939)
H (-2.45283, 1.93408, 1.79101)
H (-2.65023, 2.24644, 0.04676)
H (1.10632, -0.10643, -0.91573)
H (-0.27788, -1.58703, 1.04932)
H (-0.26118, -2.71599, -0.14442)
H (1.20155, -2.03249, 0.58346)
H (0.47175, -2.07853, -2.36443)
H (-1.04632, -1.42999, -2.55964)
H (0.33252, -0.53008, -3.01082)

Results of the natural (NBO) charge analysis, in e, for atoms 1 through 6: number 1, C, carries -0.74; number 2, C, carries 0.40; number 3, O, carries -0.53; number 4, P, carries 0.51; number 5, C, carries -0.91; number 6, C, carries 0.41